1.
Density functional theory data (the ωB97M-V functional and the def2-TZVPD basis) for 2 unconnected molecules or ions with the total composition C4H15N2O at a distorted geometry.

ORCA input file:
```
! wB97M-V def2-TZVPD RIJCOSX def2/J DEFGRID3
* xyz 1 1
C -1.9652 -1.0375 -0.6471
C -1.4940 -0.5345 0.7357
C 0.0115 -0.8677 0.8631
C 2.1278 -0.4068 -0.5447
N 0.7845 0.1128 -0.0918
N -1.4405 -0.2547 -1.8261
H -1.8355 -2.1026 -0.8621
H -3.0676 -0.9335 -0.5222
H -1.9540 -1.1312 1.5089
H -1.5516 0.5526 0.7862
H 0.4898 -0.6340 1.8113
H 0.2279 -1.8713 0.5158
H 2.0425 -1.4370 -0.2322
H 2.0865 -0.2614 -1.6304
H 2.9910 0.1610 -0.2213
H 0.8117 1.0465 0.3344
H 0.0918 0.0892 -0.8563
H -2.1506 0.4596 -1.9664
H -1.6727 -0.8854 -2.5944
H 2.1482 2.9952 1.0604
H 0.9742 2.7959 2.1414
O 1.5275 2.3850 1.4888
*
```

For the orbital gap, the calculation gives 11.53 eV. The energy above the lowest of the compared OMol25 structures with the same formula, charge and spin comes out at 25.4 kcal/mol. For the total energy, the calculation gives -345.90515 Ha. For the molar mass, the calculation gives 107.177 u.


2.
Density functional theory data (the ωB97M-V functional and the def2-TZVPD basis) for a molecular structure, C63H77AsFN6O7SSiTa at a distorted geometry.

ORCA input file:
```
! wB97M-V def2-TZVPD RIJCOSX def2/J DEFGRID3
* xyz 4 1
Ta -0.8344 0.7187 0.3105
F 5.9569 -1.6039 -1.6612
C 5.6724 -0.3449 -1.2756
C 4.3597 -0.0357 -1.1020
C 3.9610 1.2501 -0.7220
C 2.5622 1.5410 -0.4585
O 1.6721 0.6751 -0.6408
C 2.3179 2.8726 0.0170
C 3.3250 3.8145 0.0280
N 4.5898 3.5404 -0.2607
C 5.5806 4.6126 -0.2803
C 5.4921 5.7264 0.7128
C 6.5961 4.7214 0.8200
C 4.9572 2.2238 -0.5853
C 6.2996 1.8905 -0.7679
C 6.7195 0.5963 -1.0799
N 8.0591 0.2709 -1.2149
C 8.5146 -1.0912 -1.5572
C 10.0324 -1.1773 -1.5676
N 10.5925 -0.0639 -2.4009
C 10.1887 1.2938 -1.8518
C 9.1337 1.1431 -0.7613
C 1.0128 3.2480 0.5249
O 0.5882 4.3373 0.7258
O 0.2366 2.1218 0.8041
H 3.6087 -0.8002 -1.2559
H 3.0845 4.8387 0.2811
H 5.8921 4.8499 -1.2896
H 4.7204 5.6832 1.4695
H 5.7153 6.7281 0.3758
H 6.5405 4.0183 1.6412
H 7.6005 5.0191 0.5513
H 7.0198 2.6790 -0.6360
H 8.1304 -1.3623 -2.5415
H 8.1531 -1.8379 -0.8502
H 10.3375 -2.1334 -1.9874
H 10.4630 -1.1024 -0.5725
H 10.2296 -0.1625 -3.3504
H 11.6091 -0.1387 -2.4655
H 9.7907 1.8820 -2.6750
H 11.0656 1.8018 -1.4559
H 8.7739 2.1396 -0.5370
H 9.5717 0.7593 0.1636
N -7.3886 -2.7450 -0.1122
C -8.0710 -3.9281 0.0503
C -9.2539 -4.4187 -0.5065
C -9.6234 -5.6865 -0.1303
C -8.8472 -6.4585 0.7666
C -7.6873 -5.9767 1.3123
C -7.2971 -4.6775 0.9524
N -6.1914 -3.9561 1.3296
C -6.2736 -2.8185 0.6821
C -5.2134 -1.8368 0.7540
C -5.0643 -0.7626 -0.1322
C -3.9243 -0.0002 -0.0858
N -2.9294 -0.2219 0.7945
C -3.0940 -1.2238 1.6837
C -4.2024 -2.0208 1.7053
H -7.6948 -1.9647 -0.6664
H -9.8490 -3.8405 -1.2006
H -10.5362 -6.1087 -0.5278
H -9.1887 -7.4514 1.0252
H -7.0866 -6.5633 1.9935
H -5.8021 -0.5389 -0.8908
H -3.7818 0.7847 -0.8123
H -2.2798 -1.3912 2.3749
H -4.3097 -2.8157 2.4296
C -5.8504 2.6993 3.0534
C -6.2064 2.7935 1.7150
C -5.2296 2.8226 0.7285
C -3.8901 2.7647 1.0900
C -3.5299 2.6609 2.4316
C -4.5102 2.6273 3.4120
As -2.4625 2.9937 -0.1935
C -3.2922 3.0331 -1.9377
C -2.9701 2.1183 -2.9340
C -3.5845 2.2082 -4.1764
C -4.5178 3.2040 -4.4195
C -4.8195 4.1343 -3.4306
C -4.2039 4.0596 -2.1923
C -2.1037 4.8828 0.0089
C -1.5244 5.5412 -1.0727
C -1.3779 6.9162 -1.0302
C -1.7939 7.6252 0.0919
C -2.3610 6.9576 1.1672
C -2.5123 5.5772 1.1373
H -6.6164 2.6898 3.8172
H -7.2502 2.8518 1.4352
H -5.5134 2.8979 -0.3132
H -2.4805 2.6345 2.7098
H -4.2369 2.5560 4.4575
H -2.2478 1.3346 -2.7547
H -3.3211 1.5074 -4.9576
H -5.0039 3.2650 -5.3840
H -5.5289 4.9266 -3.6302
H -4.4224 4.7980 -1.4312
H -1.2040 4.9865 -1.9467
H -0.9504 7.4383 -1.8759
H -1.6827 8.7008 0.1213
H -2.7005 7.5126 2.0316
H -2.9574 5.0711 1.9813
C -1.3405 1.2686 5.1618
C 0.1548 1.5351 4.9732
C 0.2361 1.7152 3.4740
O -0.7318 0.7589 2.9205
C -1.6413 0.3490 3.9972
H -1.8945 2.2057 5.0750
H -1.5795 0.8058 6.1165
H 0.7371 0.6683 5.2912
H 0.5070 2.4146 5.5073
H 1.2168 1.5054 3.0575
H -0.0603 2.7253 3.1841
H -1.4142 -0.6879 4.2523
H -2.6642 0.4169 3.6357
C 2.1352 -4.4042 -3.1330
C 1.3524 -3.1041 -3.1171
C 0.0398 -3.2365 -3.8705
C 2.1870 -1.9594 -3.6665
O 1.0952 -2.7829 -1.7089
Si -0.1210 -2.4478 -0.7527
S -1.1203 -0.6465 -1.5439
O 0.4053 -1.6783 0.6253
C 1.3903 -2.1851 1.6158
C 2.4065 -3.0996 0.9475
C 2.1039 -0.9762 2.1879
C 0.6180 -2.9057 2.7067
O -1.3112 -3.4525 -0.4815
C -1.6631 -4.8687 -0.2900
C -0.4068 -5.7024 -0.1184
C -2.4533 -5.3237 -1.5066
C -2.5371 -4.9345 0.9495
H 2.4248 -4.6459 -4.1558
H 1.5378 -5.2272 -2.7410
H 3.0406 -4.3077 -2.5323
H 0.2316 -3.5093 -4.9072
H -0.5114 -2.2934 -3.8598
H -0.5883 -4.0074 -3.4212
H 2.3271 -2.0826 -4.7403
H 3.1704 -1.9441 -3.1932
H 1.6889 -1.0048 -3.4857
H 2.8702 -2.5933 0.1020
H 1.9461 -4.0191 0.5820
H 3.1769 -3.3688 1.6687
H 2.5140 -0.3750 1.3774
H 2.9172 -1.3008 2.8356
H 1.4088 -0.3796 2.7738
H 0.1013 -3.7788 2.3087
H -0.1216 -2.2355 3.1504
H 1.2976 -3.2392 3.4911
H 0.2298 -5.6358 -1.0026
H -0.6820 -6.7460 0.0287
H 0.1698 -5.3813 0.7515
H -1.8067 -5.4694 -2.3723
H -3.2210 -4.5905 -1.7563
H -2.9400 -6.2725 -1.2832
H -2.0193 -4.5245 1.8193
H -2.7934 -5.9720 1.1610
H -3.4614 -4.3801 0.7908
*
```

For the orbital gap, the calculation gives 4.18 eV. The energy above the lowest of the compared OMol25 structures with the same formula, charge and spin comes out at 35.2 kcal/mol. For the total energy, the calculation gives -6381.42997 Ha. For the molar mass, the calculation gives 1365.365 u.


3.
Density functional theory data (the ωB97M-V functional and the def2-TZVPD basis) for 8 unconnected molecules or ions with the total composition H18NO7 at a distorted geometry.

ORCA input file:
```
! wB97M-V def2-TZVPD RIJCOSX def2/J DEFGRID3
* xyz 1 1
N 17.1900 49.2450 0.6710
H 16.1950 49.3340 0.5330
H 17.3670 48.9950 -0.2520
H 17.3760 48.4920 1.3480
H 17.7120 49.9690 1.0320
O 18.1950 51.4120 3.2590
H 18.0350 51.4410 4.1520
H 19.0570 51.9700 3.1310
O 15.7020 50.6040 -0.8320
H 15.1490 49.9250 -1.2700
H 14.9520 51.1960 -0.8630
O 18.2780 51.7400 -1.2010
H 18.0410 52.3710 -1.9920
H 17.3800 51.3940 -1.1560
O 17.1490 46.5450 -0.7700
H 17.8810 46.2960 -1.3340
H 16.3980 46.5020 -1.3320
O 20.2130 49.0310 0.5940
H 20.0120 48.1180 0.7550
H 21.1710 49.1340 0.8520
O 16.3680 52.2680 1.4950
H 15.4520 52.2150 1.6850
H 16.8220 52.2280 2.2350
O 14.4850 48.7180 2.2220
H 14.8270 49.2750 2.9420
H 13.5320 48.9450 2.0730
*
```

For the orbital gap, the calculation gives 10.57 eV. The energy above the lowest of the compared OMol25 structures with the same formula, charge and spin comes out at 81.0 kcal/mol. For the total energy, the calculation gives -591.95300 Ha. For the molar mass, the calculation gives 144.144 u.


4.
Density functional theory data (the ωB97M-V functional and the def2-TZVPD basis) for a single C4H6NP molecule at a distorted geometry.

ORCA input file:
```
! wB97M-V def2-TZVPD RIJCOSX def2/J DEFGRID3
* xyz 0 1
C 0.2486 1.2317 2.1848
C -0.0153 0.0604 -0.0876
C -1.3031 -0.0324 -0.9312
C 1.1463 -0.7716 -0.4972
N 0.0008 0.7717 1.0011
P 0.4330 1.8834 3.6782
H -1.0890 -0.5104 -1.9564
H -1.7607 1.0378 -1.0450
H -2.0243 -0.6655 -0.3530
H 1.0667 -1.9371 -0.5841
H 2.0248 -0.6011 0.1614
H 1.2722 -0.4668 -1.5709
*
```

For the orbital gap, the calculation gives 7.08 eV. Its SMILES is CC(C)=NC#P. The energy above the lowest of the compared OMol25 structures with the same formula, charge and spin comes out at 45.2 kcal/mol. For the total energy, the calculation gives -552.01836 Ha. For the molar mass, the calculation gives 99.073 u.


5.
Density functional theory data (the ωB97M-V functional and the def2-TZVPD basis) for a single C2H5NOS molecule at a distorted geometry.

ORCA input file:
```
! wB97M-V def2-TZVPD RIJCOSX def2/J DEFGRID3
* xyz 0 1
C 0.4377 0.9263 0.4567
C -0.8509 1.0009 -0.2450
H 0.8844 -1.4454 -0.0477
H 0.8932 1.8975 0.2531
H 0.2846 0.7927 1.5535
H -1.1673 1.9102 -0.7011
H -2.0680 -1.6254 0.3853
N -1.7916 0.1267 -0.2302
O -1.3115 -1.0828 0.1739
S 1.6679 -0.3323 -0.1559
*
```

For the orbital gap, the calculation gives 9.89 eV. Its SMILES is O/N=C\CS. The energy above the lowest of the compared OMol25 structures with the same formula, charge and spin comes out at 60.8 kcal/mol. For the total energy, the calculation gives -607.30993 Ha. For the molar mass, the calculation gives 91.135 u.


> The lowest orbital gap belongs to which entry?

C63H77AsFN6O7SSiTa


> orbital gap of number 5 (C2H5NOS)?

9.89 eV


> Look up the orbital gap of the second one.

4.18 eV